Entry 1:
92
Properties=species:S:1:pos:R:3:forces:R:3:mulliken_charge:R:1 method="wB97M-V/def2-TZVPD" e_lumo_ev="-5.490 / -7.385" orbital_gap_ev="7.49 / 5.77" s2=0.754 spin_multiplicity=2 charge=+2
Sc -0.67019 -0.81027 0.43905 -0.5 -0.1 -0.2 -1.324
C -1.25629 0.51226 -4.68301 0.0 0.0 0.0 -1.150
N -0.63193 0.68395 -3.36393 0.0 0.1 -0.1 -0.087
C 0.30165 1.81376 -3.42988 0.0 0.0 0.0 -1.030
C 0.09111 -0.52078 -2.94382 0.1 0.0 -0.1 0.520
C -0.80429 -1.72764 -2.69023 -0.1 0.0 0.0 -2.477
N -1.32367 -1.80503 -1.31817 -0.2 -0.2 0.0 2.199
C -2.47181 -2.56054 -1.14607 0.2 0.0 -0.1 0.726
C -3.17112 -2.44305 0.05386 -0.1 0.0 0.1 -0.123
F -2.59553 -1.58152 0.99478 -0.3 -0.1 0.0 0.017
C -4.33399 -3.09034 0.39541 0.0 0.0 0.0 -0.229
F -4.86940 -2.85879 1.58955 0.0 0.0 0.1 -0.273
C -4.91034 -3.95622 -0.50647 -0.1 -0.1 0.0 -0.576
C -4.24767 -4.13177 -1.70677 0.0 0.0 0.0 0.180
F -4.73788 -4.97347 -2.60421 0.0 -0.1 0.0 -0.287
C -3.06737 -3.47811 -2.02878 0.0 0.0 0.1 -0.220
F -2.48943 -3.79101 -3.19618 0.0 0.0 -0.1 -0.340
H -0.50335 0.29429 -5.45106 0.0 0.0 0.0 0.369
H -1.76777 1.43327 -4.95847 0.0 0.0 0.0 0.399
H -1.99409 -0.28835 -4.68202 0.0 0.1 0.0 0.344
H 1.11667 1.62061 -4.14094 0.0 0.0 0.0 0.403
H 0.73430 2.00391 -2.45014 0.0 0.0 0.1 0.141
H -0.22760 2.70830 -3.75600 0.0 0.0 0.0 0.479
H 0.66673 -0.25003 -2.04658 0.0 0.0 0.1 -0.998
H 0.84933 -0.78693 -3.69399 0.0 0.0 -0.1 0.695
H -0.26193 -2.63546 -2.95993 0.1 0.0 0.0 0.488
H -1.62849 -1.67739 -3.39901 0.0 0.0 0.0 1.034
H -5.82631 -4.48694 -0.28613 0.0 0.0 0.0 0.565
C 1.08710 -3.38847 -0.65155 0.0 0.0 0.1 -1.323
O 0.65355 -2.65127 0.50836 0.0 0.1 0.0 0.845
C 0.42346 -3.52844 1.62059 0.1 0.0 -0.1 -0.767
C 0.45075 -2.66382 2.83191 -0.1 0.1 0.1 -0.516
O -0.46164 -1.57004 2.59203 -0.1 0.0 0.0 0.784
C -1.20070 -1.21473 3.79634 0.1 -0.1 -0.1 -1.208
H 2.02221 -3.88882 -0.41038 0.0 0.0 0.0 0.419
H 1.25297 -2.68693 -1.45787 0.0 0.1 0.0 0.289
H 0.31822 -4.10702 -0.93698 0.0 0.0 0.0 0.370
H 1.21057 -4.28073 1.66562 0.1 0.0 0.0 0.618
H -0.53900 -4.02852 1.48896 -0.1 0.0 0.0 0.206
H 1.44833 -2.26881 3.00338 0.1 0.1 0.0 0.020
H 0.12901 -3.22317 3.70882 0.0 0.0 0.0 0.638
H -1.64929 -2.11892 4.20351 0.0 0.0 0.0 0.483
H -1.98078 -0.51940 3.51847 0.0 0.0 0.0 0.427
H -0.52065 -0.75835 4.51216 0.0 0.0 0.0 0.223
C -3.90039 2.83488 -2.54413 0.0 0.0 0.0 -1.112
C -3.45377 2.86599 -1.13205 0.0 0.0 -0.1 0.967
N -3.69549 3.79648 -0.26645 0.1 -0.1 0.2 -0.867
N -3.06733 3.37726 0.87789 -0.1 0.3 0.0 0.382
C -2.45015 2.21333 0.73685 0.1 0.0 0.2 -0.379
S -1.52448 1.31865 1.84499 0.0 0.1 0.0 -0.294
N -2.68380 1.87827 -0.54032 0.0 -0.2 -0.1 -0.042
N -2.18560 0.67924 -1.03597 0.3 0.1 0.1 0.363
H -4.52724 3.70208 -2.73428 0.0 0.0 0.0 0.392
H -4.47659 1.93162 -2.75189 0.0 0.0 0.0 0.322
H -3.04249 2.86172 -3.21851 0.0 0.0 0.0 0.116
H -3.12775 3.93567 1.71394 0.0 0.0 0.0 0.206
H -1.63569 0.83698 -1.92001 -0.1 0.0 -0.2 0.238
H -2.95761 0.05862 -1.25788 -0.1 -0.1 0.0 0.364
C 1.57556 2.12322 5.73642 0.0 0.0 0.0 -0.678
C 1.96105 0.83235 5.39977 0.0 0.0 0.0 -0.873
C 1.96871 0.44060 4.06874 -0.1 0.0 0.1 -0.244
C 1.59555 1.32695 3.05603 0.0 0.1 0.1 1.016
C 1.22317 2.62602 3.41156 0.0 0.0 0.0 0.179
C 1.21277 3.02061 4.74083 0.0 0.0 0.0 -0.744
Ge 1.68234 0.83974 1.19434 0.6 0.2 0.1 -0.251
C 1.74382 2.35274 -0.01232 0.0 0.1 -0.2 0.290
C 0.77307 3.35884 -0.05462 0.0 0.0 0.0 0.174
C 0.92175 4.45273 -0.89371 0.0 0.0 0.0 -1.211
C 2.04401 4.55733 -1.70793 0.0 0.0 0.0 -0.746
C 3.01891 3.57046 -1.67073 0.0 0.0 0.0 -0.857
C 2.87083 2.47174 -0.83329 0.0 0.0 -0.1 0.140
C 3.17252 -0.34776 0.82228 0.2 0.0 0.0 0.672
C 3.35172 -0.90781 -0.44382 0.0 0.0 0.0 -0.018
C 4.47864 -1.65521 -0.74749 0.0 0.0 0.0 -0.964
C 5.45573 -1.85277 0.22205 0.0 0.0 0.0 -0.752
C 5.30568 -1.28514 1.47926 0.0 0.0 0.0 -0.801
C 4.17393 -0.53609 1.77994 0.0 -0.1 0.1 -0.482
H 1.57622 2.43471 6.77284 0.0 0.0 0.0 0.445
H 2.26745 0.13674 6.17169 0.0 0.0 0.0 0.465
H 2.30517 -0.55822 3.82692 -0.1 -0.1 0.0 0.030
H 0.95444 3.34691 2.64807 0.0 0.0 0.0 0.344
H 0.93077 4.03291 5.00069 0.0 0.0 0.0 0.470
H -0.09095 3.30545 0.59322 0.0 0.0 0.0 0.434
H 0.17034 5.23271 -0.90544 0.0 0.0 0.0 0.469
H 2.16555 5.41532 -2.35725 0.0 0.0 0.0 0.431
H 3.90297 3.65717 -2.28984 0.0 0.0 0.0 0.476
H 3.65108 1.71923 -0.81412 -0.1 0.0 0.0 0.424
H 2.62754 -0.72610 -1.22865 -0.1 0.0 0.0 0.640
H 4.60696 -2.07067 -1.74029 0.0 0.0 0.0 0.494
H 6.34151 -2.43086 -0.00986 0.0 0.0 0.0 0.423
H 6.07864 -1.41268 2.22712 0.0 0.0 0.0 0.465
H 4.09748 -0.08124 2.76120 0.0 0.0 -0.1 0.533

---

Entry 2:
65
Properties=species:S:1:pos:R:3:forces:R:3:nbo_charge:R:1 method="wB97M-V/def2-TZVPD" e_lumo_ev="0.150 / 0.150" orbital_gap_ev="5.85 / 5.84" s2=3.752 spin_multiplicity=4 charge=0
O -0.33439 2.22188 -4.21897 0.3 0.5 -1.8 -0.495
C 0.19923 2.25768 -5.31162 -0.5 0.3 0.3 0.419
C -0.55089 2.24178 -6.60834 -0.6 -0.1 0.1 -0.173
C -1.95047 2.23607 -6.52850 0.0 -0.1 -0.2 -0.150
H -2.42680 2.39350 -5.55792 0.2 -0.2 -0.3 0.236
C -2.71367 2.01066 -7.66650 0.2 0.1 -0.2 -0.221
H -3.79788 1.97250 -7.57331 0.2 0.0 -0.2 0.215
C -2.08745 1.82392 -8.90861 0.3 0.1 0.3 -0.190
H -2.69498 1.61013 -9.79145 0.3 0.1 0.2 0.215
C -0.68879 1.92750 -9.00786 -0.4 0.0 0.2 -0.222
H -0.20847 1.81950 -9.98091 -0.1 0.0 0.3 0.216
C 0.07809 2.15179 -7.85808 -0.2 -0.1 0.3 -0.179
H 1.16516 2.25818 -7.90365 -0.3 -0.2 -0.1 0.216
H 1.29701 2.30575 -5.45281 0.1 -0.1 0.4 0.110
C 1.08849 -2.51910 -2.21169 -0.2 -0.8 -0.3 -0.672
C 1.27797 -1.94754 -0.85814 -1.5 2.5 0.5 -0.409
H 1.48844 -3.54194 -2.34388 -0.1 0.2 -0.2 0.163
H 1.52354 -1.87610 -2.98580 0.1 0.0 0.2 0.222
H 0.01148 -2.53870 -2.44232 0.2 -0.1 0.0 0.217
C 1.95568 -2.44776 0.15546 0.6 -1.4 0.7 -0.292
C 2.55694 -3.84738 0.25904 0.2 0.2 -0.4 -0.658
H 2.09701 -1.88867 1.09062 -0.3 0.1 -0.1 0.151
H 2.48289 -4.37475 -0.70216 0.1 0.1 0.3 0.201
H 2.03141 -4.44894 1.01431 0.1 0.1 -0.1 0.183
H 3.61220 -3.80558 0.55150 0.0 -0.1 0.0 0.190
Er -0.14898 0.14696 -0.21941 1.4 -1.5 -0.9 1.595
Cl -2.30963 -0.70475 -1.13650 -0.6 -0.1 0.0 -0.622
Cl 1.05965 1.16734 -2.12111 0.4 0.4 -0.1 -0.607
C -1.14594 -1.81296 2.10853 1.2 1.3 -0.6 0.574
O -0.48993 -0.74729 1.88529 -1.3 -1.2 0.6 -0.731
N -1.17655 -2.38665 3.29696 -0.1 0.1 0.3 -0.381
C -0.66535 -1.71987 4.49225 0.0 -0.2 -0.1 -0.418
C -1.73343 -3.71710 3.47992 -0.2 0.0 0.0 -0.405
H -1.70607 -2.31084 1.29657 0.3 0.1 0.2 0.193
H -0.21016 -0.76294 4.22899 -0.1 -0.3 0.0 0.237
H 0.07279 -2.37446 4.96643 0.0 0.2 0.0 0.209
H -1.49390 -1.56662 5.19471 0.1 0.0 -0.1 0.205
H -2.00695 -4.12886 2.50384 0.0 0.0 0.2 0.228
H -2.61900 -3.68020 4.12488 0.1 0.0 -0.1 0.202
H -0.99057 -4.36772 3.95502 -0.1 0.1 -0.2 0.210
H 4.13530 2.18866 3.05520 0.0 -0.1 -0.1 0.195
H 3.88721 4.44920 1.79760 -0.1 -0.2 -0.1 0.200
C 4.07263 1.68443 2.08474 0.0 0.2 0.0 -0.424
C 3.81832 3.85901 0.87561 0.1 0.0 -0.2 -0.403
N 3.31832 2.52103 1.15884 0.3 0.1 0.1 -0.389
H 3.56617 0.72266 2.18536 0.1 0.2 0.0 0.255
C 2.20289 2.07251 0.61456 -0.9 -1.3 0.3 0.564
O 1.66773 0.97759 0.96486 0.7 1.7 -0.3 -0.722
H 3.13847 4.36208 0.18086 0.1 -0.1 0.1 0.223
H 1.75997 2.69172 -0.18248 0.1 -0.1 0.3 0.192
H 5.08684 1.54495 1.69516 -0.2 0.0 0.1 0.208
H 4.81804 3.81786 0.42756 -0.2 -0.1 0.0 0.207
N -0.36527 2.27234 2.79475 0.4 -0.2 0.8 -0.798
C -1.14003 2.86967 1.86183 -0.3 0.1 -0.7 0.410
C -1.79546 4.08782 2.18116 -0.1 -0.2 -0.5 -0.311
C -2.60580 4.69111 1.22657 0.5 -0.6 0.0 -0.127
C -2.69874 4.08238 -0.04128 0.2 -0.3 -0.1 -0.315
C -1.99170 2.90259 -0.28477 -0.1 0.4 0.7 0.097
N -1.23252 2.27236 0.64580 -0.3 1.1 0.5 -0.567
H -0.02062 1.32497 2.67920 -0.1 0.3 -0.1 0.432
H -0.30776 2.69809 3.71020 0.0 -0.3 -0.3 0.390
H -1.64144 4.48697 3.18221 -0.2 0.1 -0.2 0.211
H -3.15468 5.61009 1.45713 0.3 -0.4 -0.1 0.224
H -3.30841 4.50892 -0.83676 0.2 -0.1 0.2 0.230
H -2.01628 2.40823 -1.24854 -0.1 0.1 -0.1 0.237

---

Entry 3:
17
Properties=species:S:1:pos:R:3:forces:R:3:nbo_charge:R:1 method="wB97M-V/def2-TZVPD" e_lumo_ev=0.725 orbital_gap_ev=9.58 charge=0
C 0.85302 -1.39110 0.47436 0.9 0.9 0.0 -0.065
O 1.30233 -2.68280 0.82372 -0.2 -0.4 0.1 -0.716
C 0.22751 -1.26296 -0.88785 -0.8 -0.4 -1.3 -0.241
N 0.10661 0.12099 -1.28689 0.6 0.2 0.6 -0.850
H 1.72059 -0.71472 0.50915 -0.1 -0.2 -0.1 0.171
H 0.16451 -0.98637 1.22474 -0.1 -0.3 0.1 0.159
H 1.04015 -3.32241 0.15481 -0.1 0.1 0.0 0.466
H -0.73471 -1.78518 -0.90161 -0.3 -0.1 0.3 0.150
H 0.75776 -1.77837 -1.70000 0.6 0.0 0.4 0.186
H -0.09179 0.33142 -2.24719 -0.2 -0.2 -0.1 0.383
H -0.45625 0.66682 -0.66265 -0.2 0.2 0.0 0.356
H -2.22778 3.16410 -2.49621 0.2 -0.5 0.0 0.474
H -2.39783 1.82586 -1.76860 0.0 0.0 0.0 0.469
O -1.88093 2.25567 -2.45797 -0.2 0.5 0.0 -0.942
H -0.14536 1.97035 4.11626 0.0 0.0 0.0 0.468
H 1.30504 1.64758 3.73781 -0.4 0.1 -0.2 0.472
O 0.45712 1.94112 3.36812 0.4 -0.1 0.1 -0.939

---

Entry 4:
16
Properties=species:S:1:pos:R:3:forces:R:3:nbo_charge:R:1 method="wB97M-V/def2-TZVPD" e_lumo_ev=1.022 orbital_gap_ev=10.57 charge=0
C -0.87951 1.41055 -0.18359 0.0 0.1 0.0 -0.618
C -0.55190 -0.01441 0.19629 0.1 0.2 0.0 0.087
C 0.41933 -0.73350 -0.73985 0.0 -0.1 0.0 -0.493
C 1.82196 -0.59106 -0.33620 0.4 0.1 0.2 0.018
C 2.95952 -0.50585 0.05010 -0.4 0.0 -0.1 -0.268
C -0.57621 -0.39053 1.62435 0.2 0.0 0.2 -0.255
N -1.62227 -0.86502 0.71524 -0.3 0.0 -0.1 -0.591
H 0.03042 2.00602 -0.30793 -0.1 -0.1 0.0 0.224
H -1.49239 1.89555 0.58343 0.1 -0.1 -0.1 0.210
H -1.43202 1.44502 -1.12916 0.1 0.0 0.1 0.210
H 0.28672 -0.36356 -1.76345 0.0 0.0 0.1 0.234
H 0.15718 -1.79576 -0.75558 0.0 0.1 0.1 0.256
H 3.96664 -0.44296 0.39861 -0.2 0.0 -0.1 0.238
H 0.09587 -1.15935 1.99524 -0.1 0.1 -0.1 0.204
H -0.82246 0.38411 2.34891 0.0 -0.1 -0.1 0.193
H -2.47937 -0.33423 0.85004 0.1 0.0 -0.1 0.349

---

Entry 5:
6
Properties=species:S:1:pos:R:3:forces:R:3:nbo_charge:R:1 method="wB97M-V/def2-TZVPD" e_lumo_ev=-1.179 orbital_gap_ev=7.75 charge=0
P 2.69396 0.69074 0.20538 -1.1 -0.3 -0.2 -0.013
P 2.20895 -1.28092 -0.15252 0.0 0.2 0.3 0.013
P 0.48664 1.14983 -0.11337 0.8 0.3 -0.2 0.024
P 0.10774 -0.91316 0.37362 -0.7 -2.3 -3.1 0.012
H 0.07529 1.48394 1.17944 0.0 0.7 0.4 -0.021
H -0.57305 -1.65002 -1.26189 1.1 1.4 2.9 -0.016

---

Entry 6:
69
Properties=species:S:1:pos:R:3:forces:R:3:nbo_charge:R:1 method="wB97M-V/def2-TZVPD" e_lumo_ev=-4.977 orbital_gap_ev=6.59 charge=+1
Pt -0.56216 -1.12460 -1.23142 -0.6 0.3 0.4 1.628
O -1.30757 -1.38461 0.53342 -0.1 -0.1 -0.1 -0.632
C -2.24312 -0.48407 1.13662 0.0 0.1 -0.1 0.200
C -2.81384 0.45420 0.06432 0.1 0.0 0.1 -0.478
C -1.77887 1.39392 -0.47754 -0.1 0.0 0.0 0.283
C -1.92738 2.76167 -0.33961 0.0 0.0 0.0 -0.228
C -1.00229 3.61794 -0.90714 0.0 0.0 0.0 -0.089
C 0.03851 3.08369 -1.64058 0.0 0.0 -0.1 -0.235
C 0.17315 1.71129 -1.75637 0.1 0.0 0.0 0.275
C 1.24927 1.10925 -2.61227 -0.1 -0.1 0.1 -0.467
C 2.10139 0.04957 -1.90132 0.0 0.2 -0.1 0.220
O 1.26713 -1.05359 -1.58528 0.2 -0.1 -0.4 -0.670
C 2.75288 0.53930 -0.61464 0.0 0.0 0.1 -0.083
C 3.07270 1.87546 -0.40761 0.0 0.0 0.0 -0.224
C 3.72298 2.27448 0.75291 0.0 0.0 0.0 -0.190
C 4.05765 1.33992 1.71895 0.0 0.0 0.0 -0.208
C 3.73761 0.00294 1.52125 0.0 0.0 0.0 -0.211
C 3.09148 -0.39473 0.36256 0.0 0.0 0.0 -0.149
C 3.15609 -0.44690 -2.89677 0.0 -0.1 0.0 -0.068
C 3.04284 -1.68595 -3.51355 0.0 0.0 0.0 -0.156
C 3.99382 -2.09278 -4.44032 0.0 0.0 0.0 -0.211
C 5.05722 -1.26531 -4.76016 0.0 0.0 0.0 -0.197
C 5.17259 -0.02671 -4.14404 0.0 0.0 0.0 -0.193
C 4.22964 0.37923 -3.21450 0.0 0.0 0.0 -0.212
N -0.70812 0.90449 -1.13725 0.2 -0.1 0.1 -0.441
C -1.55316 0.37261 2.19290 0.0 0.0 0.0 0.025
C -0.18204 0.59333 2.16316 0.0 0.0 0.0 -0.260
C 0.40674 1.46625 3.06916 0.0 0.0 0.0 -0.190
C -0.37128 2.12522 4.00885 0.0 0.0 0.0 -0.208
C -1.73997 1.89944 4.04836 0.0 0.0 0.0 -0.197
C -2.32808 1.02577 3.14688 0.0 0.1 0.0 -0.237
C -3.30908 -1.38038 1.75120 0.0 0.0 0.0 -0.068
C -4.65607 -1.31118 1.42326 0.0 0.0 0.0 -0.173
C -5.56852 -2.17780 2.01651 0.0 0.0 0.0 -0.217
C -5.13813 -3.12058 2.93339 0.0 0.0 0.0 -0.195
C -3.79064 -3.19315 3.26671 0.0 0.0 0.0 -0.196
C -2.88528 -2.32464 2.68529 0.0 0.0 0.0 -0.194
H -3.59190 1.06661 0.51579 -0.1 -0.1 0.0 0.252
H -3.25459 -0.12764 -0.74871 0.0 0.0 0.0 0.259
H -2.77145 3.13915 0.21856 0.0 0.0 0.0 0.248
H -1.10551 4.68888 -0.79768 0.0 0.0 0.0 0.245
H 0.75334 3.71927 -2.14359 0.0 0.0 0.0 0.242
H 1.87200 1.90505 -3.01288 0.0 0.0 0.0 0.253
H 0.78853 0.60769 -3.46945 0.0 0.0 0.0 0.255
H 2.84111 2.62449 -1.15421 0.0 0.0 0.0 0.204
H 3.97274 3.31766 0.89485 0.0 0.0 0.0 0.223
H 4.57036 1.64953 2.62009 0.0 0.0 0.0 0.227
H 4.00144 -0.73454 2.26758 0.0 0.0 0.0 0.227
H 2.86059 -1.44012 0.20471 0.0 0.0 0.0 0.224
H 2.22080 -2.34224 -3.26758 0.0 0.0 0.0 0.215
H 3.89971 -3.06255 -4.91049 0.0 0.0 0.0 0.223
H 5.79711 -1.58420 -5.48171 0.0 0.0 0.0 0.226
H 6.00446 0.62310 -4.38088 0.0 0.0 0.0 0.224
H 4.34782 1.33732 -2.72355 0.0 0.0 0.0 0.216
H 0.44237 0.06896 1.45111 0.0 0.0 0.0 0.223
H 1.47686 1.62175 3.03670 0.0 0.0 0.0 0.224
H 0.08716 2.80193 4.71766 0.0 0.0 0.0 0.224
H -2.35144 2.39617 4.79011 0.0 0.0 0.0 0.225
H -3.39494 0.84008 3.19541 0.0 0.0 0.0 0.223
H -5.02194 -0.59159 0.70262 0.0 0.0 0.0 0.202
H -6.61667 -2.11114 1.75691 0.0 0.0 0.0 0.224
H -5.84816 -3.79501 3.39283 0.0 0.0 0.0 0.226
H -3.44878 -3.92317 3.98822 0.0 0.0 0.0 0.226
H -1.83744 -2.37196 2.95630 0.0 0.0 0.0 0.226
C -2.65349 -3.21376 -1.12340 -0.2 0.0 0.1 -0.277
O -2.05856 -2.12714 -1.82840 0.4 -0.3 -0.2 -0.665
H -3.73346 -3.06061 -1.08871 0.0 0.0 0.0 0.192
H -2.27809 -3.31590 -0.10554 0.0 0.0 0.0 0.212
H -2.42807 -4.11903 -1.68802 0.0 0.0 0.0 0.202

---

Energy relative to the best compared isomer or geometry (same formula, charge and spin)? In order: 57.2; 8.9; 89.0; 280.2; 144.3; 0.0 kJ/mol.